{
  "formula": "C56H118In2N6O8",
  "method": "wB97M-V/def2-TZVPD",
  "orbital_gap_ev": 0.977,
  "largest_force_ev_per_a": 7.4,
  "total_energy_ha": -3513.02005,
  "de_lowest_kj_mol": 333.7,
  "charge": 4,
  "elements": ["In", "In", "O", "O", "O", "O", "O", "O", "O", "O", "N", "N", "N", "N", "N", "N", "C", "C", "C", "C", "C", "C", "C", "C", "C", "C", "C", "C", "C", "C", "C", "C", "C", "C", "C", "C", "C", "C", "C", "C", "C", "C", "C", "C", "C", "C", "C", "C", "C", "C", "C", "C", "C", "C", "C", "C", "C", "C", "C", "C", "C", "C", "C", "C", "C", "C", "C", "C", "C", "C", "C", "C", "H", "H", "H", "H", "H", "H", "H", "H", "H", "H", "H", "H", "H", "H", "H", "H", "H", "H", "H", "H", "H", "H", "H", "H", "H", "H", "H", "H", "H", "H", "H", "H", "H", "H", "H", "H", "H", "H", "H", "H", "H", "H", "H", "H", "H", "H", "H", "H", "H", "H", "H", "H", "H", "H", "H", "H", "H", "H", "H", "H", "H", "H", "H", "H", "H", "H", "H", "H", "H", "H", "H", "H", "H", "H", "H", "H", "H", "H", "H", "H", "H", "H", "H", "H", "H", "H", "H", "H", "H", "H", "H", "H", "H", "H", "H", "H", "H", "H", "H", "H", "H", "H", "H", "H", "H", "H", "H", "H", "H", "H", "H", "H", "H", "H", "H", "H", "H", "H"],
  "coordinates": [[13.64, -13.63, 11.93], [7.39, -16.27, 14.31], [3.22, -14.26, 16.63], [15.11, -19.00, 9.65], [0.51, -17.15, 8.89], [6.36, -13.50, -0.66], [12.80, -8.37, 9.68], [8.95, -14.88, 9.85], [5.81, -15.52, 10.02], [6.93, -22.89, 1.11], [6.15, -22.55, 2.26], [3.51, -13.06, 17.28], [15.40, -20.01, 8.70], [12.04, -7.43, 9.01], [5.73, -12.66, 0.22], [-0.70, -16.53, 8.91], [4.45, -12.16, 2.75], [0.02, -14.25, 8.04], [16.92, -21.76, 7.73], [13.90, -5.82, 9.34], [17.75, -19.96, 9.13], [10.72, -7.94, 8.65], [4.42, -21.74, 0.58], [2.12, -13.02, 19.49], [11.53, -5.09, 8.61], [3.43, -11.82, 15.04], [4.03, -10.52, 18.70], [4.11, -14.62, 0.91], [13.47, -19.30, 7.18], [10.91, -9.26, 7.80], [-0.45, -16.08, 6.41], [-0.80, -15.54, 11.29], [6.58, -12.39, 1.39], [3.62, -12.96, -0.96], [-2.93, -14.64, 9.09], [6.85, -21.56, 3.14], [3.64, -12.23, 1.52], [8.09, -15.06, 8.75], [5.79, -11.56, 2.44], [16.34, -21.79, 10.10], [3.86, -21.91, 3.11], [6.51, -14.83, 8.97], [12.39, -6.10, 9.45], [10.07, -5.52, 8.24], [-2.90, -15.93, 9.88], [7.19, -13.61, 2.07], [-1.44, -16.48, 10.18], [4.34, -14.39, 19.20], [-0.84, -15.47, 7.79], [5.99, -21.30, 4.38], [7.78, -11.39, 0.95], [13.11, -21.07, 8.82], [4.20, -23.91, 1.86], [4.36, -11.89, 19.30], [8.08, -22.35, 3.74], [10.05, -6.93, 7.71], [3.55, -13.11, 18.80], [1.63, -11.52, 16.79], [3.91, -10.59, 17.15], [14.68, -21.38, 6.80], [4.68, -22.43, 1.91], [4.29, -13.10, 0.46], [15.70, -22.49, 7.21], [-1.64, -18.00, 10.62], [3.17, -11.81, 16.55], [-2.33, -15.01, 7.72], [16.56, -20.86, 8.93], [4.60, -20.84, 3.98], [7.36, -20.28, 2.48], [12.00, -5.85, 10.98], [14.24, -20.48, 7.97], [9.75, -8.28, 9.87], [11.02, -6.28, 11.20], [17.89, -19.41, 8.20], [2.66, -12.55, 1.88], [4.65, -13.11, 3.25], [-3.56, -16.71, 9.50], [2.11, -13.71, 20.34], [16.18, -21.29, 11.06], [17.34, -21.19, 6.90], [4.61, -19.91, 3.40], [7.83, -14.10, 1.34], [3.18, -10.93, 14.47], [14.30, -6.01, 8.34], [11.35, -10.03, 8.43], [-1.23, -16.78, 6.10], [7.58, -19.41, 3.11], [9.97, -9.54, 7.31], [11.55, -4.14, 9.16], [5.96, -22.16, 5.04], [4.72, -24.51, 1.11], [1.15, -10.92, 16.03], [12.79, -20.31, 9.53], [-0.85, -18.38, 11.27], [-0.35, -15.32, 5.64], [3.67, -11.91, -1.25], [4.98, -10.03, 18.92], [3.95, -11.39, 3.34], [3.22, -10.03, 19.25], [13.33, -18.42, 7.81], [8.49, -22.96, 2.94], [9.03, -7.23, 7.45], [3.19, -24.02, 1.48], [4.22, -11.76, 20.38], [6.50, -20.00, 1.87], [15.03, -20.72, 6.00], [7.94, -13.31, 2.81], [15.97, -23.16, 6.39], [17.67, -22.50, 8.02], [10.50, -7.05, 6.73], [-1.31, -15.64, 12.25], [-1.78, -18.66, 9.77], [6.31, -20.37, 4.86], [1.07, -16.45, 9.22], [4.41, -24.51, 2.75], [3.50, -22.65, 3.82], [-3.41, -15.71, 10.81], [1.28, -11.17, 17.76], [12.29, -21.45, 8.22], [18.65, -20.55, 9.32], [2.27, -14.35, 16.65], [9.40, -5.26, 9.06], [4.90, -10.56, 16.69], [3.83, -15.33, 19.02], [12.43, -19.34, 6.86], [6.09, -15.00, 7.98], [10.34, -8.74, 10.66], [-2.44, -14.04, 7.25], [2.82, -12.58, 14.55], [7.46, -10.41, 0.60], [-0.29, -13.68, 8.91], [6.34, -11.57, 3.39], [7.78, -23.04, 4.53], [9.05, -9.03, 9.49], [4.39, -15.32, 0.13], [3.35, -21.62, 0.38], [4.42, -14.44, 20.29], [4.69, -14.94, 1.78], [17.68, -19.21, 9.91], [8.26, -16.07, 8.36], [5.40, -12.01, 19.01], [2.57, -13.24, -0.89], [1.33, -13.41, 18.85], [8.77, -21.69, 4.28], [13.47, -21.88, 9.46], [6.45, -13.80, 9.31], [-2.47, -13.73, 9.48], [6.55, -14.37, 2.52], [11.92, -4.80, 11.24], [0.20, -15.95, 11.47], [-0.83, -14.46, 11.14], [-3.03, -15.66, 7.20], [14.50, -6.37, 10.06], [3.11, -14.79, 1.32], [13.83, -21.88, 6.35], [8.39, -11.18, 1.83], [7.21, -23.78, 1.30], [12.05, -5.02, 7.65], [-0.12, -13.46, 7.31], [8.30, -11.90, 0.13], [0.95, -12.36, 16.65], [1.04, -14.53, 8.29], [9.27, -7.32, 10.08], [0.36, -16.80, 6.40], [15.49, -22.45, 9.94], [3.51, -11.23, 1.11], [3.90, -13.61, -1.78], [8.17, -20.53, 1.79], [5.35, -14.47, 18.80], [4.84, -22.30, -0.26], [17.26, -22.37, 10.16], [9.63, -4.97, 7.42], [11.56, -8.97, 6.98], [4.78, -20.71, 0.59], [3.94, -20.49, 4.77], [3.51, -9.68, 16.69], [3.10, -21.30, 2.62], [1.88, -12.01, 19.81], [8.38, -14.59, 7.81], [15.19, -23.12, 7.94], [12.71, -8.00, 10.56], [14.13, -4.75, 9.31], [-2.56, -18.18, 11.18], [4.45, -12.11, 14.76], [6.34, -14.33, -0.18], [14.02, -18.91, 6.32], [14.61, -19.46, 10.33], [12.61, -6.45, 11.66], [-3.97, -14.35, 8.89], [5.83, -10.51, 2.17]]
}

=====

{
  "formula": "C56H132F21N9O29S7",
  "method": "wB97M-V/def2-TZVPD",
  "orbital_gap_ev": 9.421,
  "largest_force_ev_per_a": 5.2,
  "total_energy_ha": -9771.55642,
  "charge": 2,
  "elements": ["S", "S", "S", "S", "S", "S", "S", "F", "F", "F", "F", "F", "F", "F", "F", "F", "F", "F", "F", "F", "F", "F", "F", "F", "F", "F", "F", "F", "O", "O", "O", "O", "O", "O", "O", "O", "O", "O", "O", "O", "O", "O", "O", "O", "O", "O", "O", "O", "O", "O", "O", "O", "O", "O", "O", "O", "O", "N", "N", "N", "N", "N", "N", "N", "N", "N", "C", "C", "C", "C", "C", "C", "C", "C", "C", "C", "C", "C", "C", "C", "C", "C", "C", "C", "C", "C", "C", "C", "C", "C", "C", "C", "C", "C", "C", "C", "C", "C", "C", "C", "C", "C", "C", "C", "C", "C", "C", "C", "C", "C", "C", "C", "C", "C", "C", "C", "C", "C", "C", "C", "C", "C", "H", "H", "H", "H", "H", "H", "H", "H", "H", "H", "H", "H", "H", "H", "H", "H", "H", "H", "H", "H", "H", "H", "H", "H", "H", "H", "H", "H", "H", "H", "H", "H", "H", "H", "H", "H", "H", "H", "H", "H", "H", "H", "H", "H", "H", "H", "H", "H", "H", "H", "H", "H", "H", "H", "H", "H", "H", "H", "H", "H", "H", "H", "H", "H", "H", "H", "H", "H", "H", "H", "H", "H", "H", "H", "H", "H", "H", "H", "H", "H", "H", "H", "H", "H", "H", "H", "H", "H", "H", "H", "H", "H", "H", "H", "H", "H", "H", "H", "H", "H", "H", "H", "H", "H", "H", "H", "H", "H", "H", "H", "H", "H", "H", "H", "H", "H", "H", "H", "H", "H", "H", "H", "H", "H", "H", "H", "H", "H", "H", "H", "H", "H"],
  "coordinates": [[-2.77, -1.33, 3.19], [1.43, 0.80, -5.82], [3.20, -2.55, 2.48], [-2.07, 4.68, -1.76], [1.98, 3.91, 4.21], [5.74, 0.31, -2.10], [-1.79, -3.66, -3.02], [1.12, -4.17, 1.73], [-4.50, 0.37, 4.27], [3.26, -1.02, -4.76], [7.66, -0.96, -3.51], [2.55, -3.76, 0.18], [-0.56, 6.77, -1.58], [-3.04, -0.52, 5.77], [4.11, 5.33, 5.04], [-3.13, -2.99, -5.35], [7.40, 1.09, -4.20], [1.52, -1.91, -5.91], [-0.14, 5.40, -0.03], [3.23, -0.99, -6.92], [-1.92, 6.57, 0.09], [-0.98, -3.08, -5.44], [2.80, 6.41, 3.55], [-2.25, -4.91, -5.32], [-4.66, -1.67, 5.14], [4.04, 4.87, 2.91], [5.82, -0.47, -4.67], [2.98, -5.18, 1.79], [0.70, 2.31, 1.05], [-3.16, 5.46, -2.27], [-3.74, -1.87, 2.22], [3.36, -1.52, 8.04], [6.80, 0.30, -1.08], [-1.91, -2.39, 3.77], [2.77, 2.70, 4.34], [5.03, 1.56, -2.37], [-2.11, -0.13, 2.69], [2.32, 1.84, -6.36], [-2.72, -4.60, -2.42], [1.03, 1.09, -4.43], [4.44, -2.27, 1.85], [7.45, -0.60, 4.37], [2.01, -5.10, -3.08], [0.31, 0.61, -6.75], [3.32, -3.16, 3.85], [4.54, 3.61, -0.89], [-0.40, -4.01, -2.79], [2.15, -1.52, 2.44], [-3.25, -7.38, 3.98], [-2.47, 3.69, -0.74], [-1.16, 4.26, -2.81], [1.22, 3.95, 2.94], [4.83, -0.86, -1.96], [-1.34, 4.49, -7.16], [1.23, 4.28, 5.33], [-3.19, 7.02, 4.41], [-2.08, -2.28, -2.65], [-2.40, -5.57, 1.59], [0.89, -0.66, 6.19], [-2.50, 3.92, 3.50], [6.75, -0.41, 1.68], [-6.18, -0.14, -1.60], [-2.17, 1.80, -7.03], [0.62, -0.29, -0.91], [4.88, -5.16, -3.15], [2.91, 4.58, -3.33], [6.55, 0.79, 2.63], [4.07, 3.80, -4.00], [-2.08, -3.67, -4.93], [-3.44, -5.32, 2.76], [5.38, 1.74, 2.14], [0.26, 0.43, 5.13], [4.81, -4.03, -2.15], [3.96, -5.00, -4.43], [1.81, 4.71, -4.35], [6.73, 0.01, -3.77], [-1.06, -6.09, 2.10], [-3.83, -0.70, 4.73], [-1.58, 3.93, -5.86], [0.74, -0.05, 7.63], [-6.32, -0.71, -0.07], [-4.17, -6.60, 3.25], [2.40, -3.98, 1.46], [-7.76, -1.38, 1.96], [-0.33, -1.24, -0.20], [2.55, -4.41, -4.22], [4.63, -6.49, -2.45], [-3.10, 3.01, 2.40], [-7.34, -0.36, 3.02], [-1.66, 5.02, 2.78], [-2.23, -4.21, 0.84], [-3.57, 4.63, 4.35], [-2.96, -6.59, 0.57], [-2.58, 2.79, -5.98], [-2.69, 1.88, -4.73], [2.39, -0.78, 5.85], [8.70, 0.02, 4.57], [-5.32, 2.15, -1.43], [6.28, -5.32, -3.70], [-1.66, 3.01, 4.41], [1.16, 1.01, 1.37], [-4.14, 1.13, -1.33], [-7.44, -3.49, -3.32], [-6.93, -1.06, -2.64], [6.37, 0.36, 4.06], [3.18, 4.05, -0.75], [3.18, -1.86, 6.68], [0.02, 4.95, -7.32], [1.68, 0.30, 0.04], [0.04, -1.93, 6.18], [-4.73, -0.08, -2.08], [-6.61, 1.37, -1.55], [-1.10, 5.95, -0.74], [-6.46, -2.54, -2.67], [-0.28, 0.83, -1.53], [-7.75, -1.00, 0.44], [2.35, 3.88, -2.07], [2.47, -0.93, -5.85], [3.34, 5.22, 3.96], [-3.16, 5.78, 5.20], [1.36, -1.05, -2.00], [3.38, 5.99, -3.07], [5.41, -0.16, 4.15], [-0.99, -1.59, 6.26], [-3.92, 3.76, 4.90], [0.30, 0.50, 1.80], [-1.44, -4.30, 0.11], [-2.29, 2.25, 4.88], [-4.87, 0.21, -3.12], [-2.20, 2.58, 1.96], [-1.94, -3.39, 1.50], [-1.12, 5.64, 3.49], [0.40, -2.65, 6.92], [2.13, -0.41, -2.44], [-8.41, -0.15, 0.27], [2.13, 5.38, -5.15], [-0.81, 0.40, 5.33], [8.55, 0.48, 5.55], [-8.16, 0.36, 3.02], [0.11, 5.45, -8.29], [6.91, -5.68, -2.89], [-2.96, 2.54, -3.90], [-7.08, -0.87, 3.95], [2.11, 1.08, -0.59], [0.33, -2.06, 0.07], [-7.41, 1.61, -0.85], [-7.25, -2.33, 2.17], [-0.84, -0.77, 0.64], [-6.22, -2.88, -1.67], [0.74, 4.13, -7.21], [-3.55, 1.22, -4.74], [-7.13, -4.53, -3.39], [0.26, 5.70, -6.57], [8.94, 0.89, 3.96], [6.78, -0.13, 0.71], [-4.00, 0.78, -0.31], [-8.77, -1.75, 2.12], [-1.49, 1.14, -6.67], [1.10, -4.81, -2.95], [-5.46, -2.54, -3.10], [-0.98, 0.40, -2.26], [2.83, -2.87, 6.47], [0.44, 1.45, -2.07], [7.62, -0.89, 1.89], [3.24, 5.03, -0.27], [-1.14, 3.55, 5.19], [1.24, 0.92, 7.59], [5.52, -6.69, -1.84], [0.71, 1.42, 5.16], [1.92, -1.91, -1.60], [-0.71, 1.53, -0.81], [-1.03, 4.42, 2.13], [4.49, -7.42, -3.00], [1.11, -0.79, 8.34], [-2.93, -4.81, 3.58], [6.33, 1.25, 4.69], [2.30, -0.58, 0.20], [-3.84, 2.32, 2.81], [3.83, -4.05, -1.68], [0.66, 2.83, 1.86], [3.87, -5.90, -5.03], [3.81, 2.78, -4.30], [2.46, -1.06, 4.79], [-0.93, 2.44, 3.84], [-4.36, 4.90, 3.64], [-2.91, 1.18, -7.35], [5.55, 2.20, 1.17], [-3.98, -6.32, 0.28], [-2.97, -7.66, 0.82], [4.19, 5.87, -2.34], [4.95, 3.85, -3.35], [-6.43, 0.18, 2.76], [3.86, -6.27, -1.72], [-0.31, 0.05, 7.89], [-3.27, 1.59, -1.79], [4.28, 4.47, -4.83], [-8.36, -3.56, -2.75], [-2.26, -6.44, -0.25], [1.41, 4.37, -1.82], [2.75, 0.21, 6.10], [-4.27, -1.06, -1.93], [-0.97, -1.45, -1.06], [-1.81, 1.41, -4.29], [-0.36, -6.10, 1.26], [-3.16, -3.90, 0.36], [-3.54, 3.24, -6.25], [-2.29, 5.74, 2.25], [6.34, -5.96, -4.59], [2.55, 6.36, -2.46], [-4.70, -7.06, 2.41], [-5.69, -1.58, 0.10], [6.01, -1.08, 1.82], [-5.89, 0.07, 0.58], [7.52, 1.27, 2.56], [2.66, -3.36, -3.95], [0.68, -1.52, -2.70], [1.84, -4.50, -5.04], [4.87, -3.05, -2.63], [0.45, -0.06, 4.18], [4.21, -1.86, 6.32], [-7.95, -0.95, -2.27], [9.55, -0.66, 4.50], [1.62, 3.66, -4.61], [-0.60, 3.59, -5.52], [0.30, -2.29, 5.19], [-5.32, 2.89, -0.63], [4.38, 1.30, 2.22], [0.98, 5.18, -3.84], [-1.73, 2.21, -7.84], [4.71, 2.78, -1.34], [-2.24, 5.65, 5.77], [-7.70, -3.19, -4.34], [-2.08, 4.57, -5.14], [-7.02, 1.65, -2.52], [6.75, -4.42, -4.08], [-8.04, -1.83, -0.20], [-3.75, -7.68, 4.75], [3.17, -2.25, 8.63], [2.71, 3.38, -0.03], [-0.89, -5.32, 2.85], [-4.10, -4.54, 2.38], [3.73, 6.53, -3.94], [-5.18, 2.83, -2.27], [-3.86, 5.91, 6.03], [4.39, -4.22, -5.06], [-3.55, 3.66, 1.65], [2.12, 2.85, -2.34], [-1.10, -7.11, 2.50], [-4.93, -6.23, 3.94], [5.68, -4.08, -1.49], [-3.04, 7.75, 5.02], [5.29, 2.55, 2.87], [1.98, 1.01, 2.09], [-6.90, -0.59, -3.62]]
}

=====

Highest occupied orbital energy values (in Eh) by entry order: -0.5099; -0.4586.